No. 1
Computed, not measured: C23H22FN3O3 in the gas phase in a non-equilibrium geometry, with ωB97M-V/def2-TZVPD.

## Properties
HOMO energy: -0.3036 Ha
Total energy: -37537.4154 eV
Total charge: 0
Molar mass: 407.44 g mol⁻¹
Gap between HOMO and LUMO: 0.323 hartree

Geometry as XYZ:
```
52
Properties=species:S:1:pos:R:3:lowdin_charge:R:1
O 3.2417 -2.0907 -1.5991 0.099
C 2.4311 -1.7708 -0.7543 -0.328
C 2.2461 -2.5961 0.4711 -0.139
C 1.4984 -2.1946 1.5747 -0.027
C 1.3507 -3.0048 2.6957 0.020
C 1.9737 -4.2300 2.6769 -0.199
C 2.7333 -4.6428 1.5772 -0.186
C 2.8849 -3.8488 0.4736 0.082
H 3.4687 -4.1521 -0.3794 0.131
O 3.2386 -5.8906 1.8235 0.042
C 2.7811 -6.2499 3.1080 -0.153
O 1.9865 -5.2038 3.6306 0.043
H 2.1794 -7.1704 3.0438 0.141
H 3.6417 -6.4245 3.7732 0.141
H 0.7743 -2.6885 3.5489 0.120
H 1.0225 -1.2278 1.5914 0.106
C 1.5284 -0.5743 -0.9360 -0.231
C 2.0173 0.3427 -2.0579 -0.151
C 1.0120 1.4667 -2.2908 -0.165
C -0.3770 0.8808 -2.5624 -0.171
N -0.8404 -0.0223 -1.5213 -0.160
C 0.1097 -1.0840 -1.3043 -0.135
H -0.2701 -1.7491 -0.5244 0.121
H 0.1839 -1.6553 -2.2347 0.140
C -1.2536 0.6487 -0.2963 -0.139
C -2.4465 1.5280 -0.5628 -0.128
C -3.5116 0.9737 -1.2625 0.049
C -4.6396 1.7229 -1.5239 -0.263
C -4.7511 3.0376 -1.1061 -0.001
C -3.6955 3.5948 -0.4143 -0.008
C -2.5467 2.8551 -0.1323 -0.138
N -1.5267 3.4917 0.5961 -0.097
C -1.7053 4.3708 1.6125 -0.063
C -0.4598 4.7824 2.0144 -0.060
C 0.4254 4.0983 1.1682 -0.139
N -0.2293 3.3268 0.3270 0.067
H 1.4962 4.1383 1.1420 0.102
H -0.2169 5.4697 2.7978 0.090
H -2.6781 4.6106 1.9902 0.119
H -3.7513 4.6259 -0.1010 0.113
H -5.6396 3.6056 -1.3288 0.119
F -5.6597 1.1623 -2.2026 0.063
H -3.4408 -0.0449 -1.6081 0.133
H -1.5585 -0.1330 0.4101 0.136
H -0.4509 1.2384 0.1605 0.092
H -1.1099 1.6823 -2.6739 0.118
H -0.3545 0.3054 -3.4933 0.126
H 1.3184 2.0704 -3.1459 0.112
H 0.9654 2.1207 -1.4178 0.082
H 2.9960 0.7515 -1.7992 0.122
H 2.1369 -0.2487 -2.9681 0.120
H 1.4711 -0.0043 -0.0057 0.135
```

No. 2
Computed, not measured: a molecular structure, C23H22IN2O5RbS2 in a non-equilibrium geometry, with ωB97M-V/def2-TZVPD.

## Properties
HOMO energy: -0.0653 Ha
Total energy: -67855.6309 eV
Total charge: -2
Molar mass: 682.94 g mol⁻¹
Gap between HOMO and LUMO: 0.210 hartree

Geometry as XYZ:
```
56
Properties=species:S:1:pos:R:3:lowdin_charge:R:1
Rb -0.0705 0.4351 1.0008 0.835
I -0.2185 3.7883 3.0451 0.883
C -1.9881 3.5541 4.1107 -0.671
C -2.2846 4.4746 5.0785 -0.201
C -3.4785 4.3523 5.8195 -0.127
C -4.3301 3.3221 5.5623 -0.074
C -4.0330 2.3634 4.5584 -0.199
C -4.9321 1.3026 4.3008 -0.092
C -4.6273 0.3914 3.3285 -0.122
C -3.4224 0.5043 2.5969 -0.195
C -2.4755 1.4982 2.7809 -0.185
C -2.8334 2.4471 3.7957 -0.299
H -1.6049 5.2935 5.2726 0.067
H -3.7095 5.0830 6.5873 0.085
H -5.2550 3.2119 6.1205 0.095
H -5.8494 1.2347 4.8774 0.089
H -5.3091 -0.4274 3.1163 0.085
H -3.2658 -0.2700 1.8426 0.066
C -2.3856 2.6096 -1.5315 -0.030
C -1.5099 1.6686 -2.3650 -0.759
O -1.8759 1.4307 -3.5452 -0.097
O -0.5083 1.1758 -1.7838 -0.169
H -3.0163 3.2345 -2.1626 0.057
H -1.7853 3.2243 -0.8610 0.063
H -3.0367 2.0077 -0.8918 0.072
C 0.5899 -3.8584 -1.7980 -0.034
N -0.0041 -2.8454 -2.6361 -0.127
C 0.7279 -1.8583 -3.2716 -0.060
C -0.1533 -0.9627 -3.7625 -0.090
N -1.3990 -1.4253 -3.4447 0.076
C -1.3241 -2.5818 -2.7424 -0.837
S -2.6232 -3.4845 -2.1351 0.442
H 1.4617 -4.2757 -2.3026 0.087
H -0.1443 -4.6406 -1.6177 0.051
H 0.8934 -3.4027 -0.8511 0.079
H 1.7974 -1.8410 -3.2302 0.093
H -0.0392 0.0120 -4.1922 0.106
H -2.2444 -0.8862 -3.5483 0.132
C 5.7488 -1.6093 -3.9450 -0.065
C 4.9809 -1.5376 -2.6538 -0.293
C 5.2566 -2.4041 -1.6061 -0.056
C 4.5633 -2.3200 -0.4039 -0.055
C 3.5718 -1.3709 -0.2409 -0.251
C 3.2722 -0.5059 -1.2873 -0.050
C 3.9785 -0.5859 -2.4745 -0.061
S 2.6593 -1.2425 1.2965 0.383
O 2.4719 0.1973 1.4711 -0.512
O 3.4799 -1.8883 2.3007 -0.339
O 1.3824 -1.9094 1.0331 -0.458
H 6.4713 -2.4256 -3.9276 0.065
H 6.2991 -0.6829 -4.1199 0.074
H 5.0897 -1.7612 -4.8025 0.075
H 6.0309 -3.1548 -1.7240 0.100
H 4.7926 -2.9837 0.4192 0.108
H 2.4873 0.2296 -1.1758 0.117
H 3.7303 0.0952 -3.2807 0.118
```

> Which value of HOMO energy does entry 1 give?

-0.3036 Ha

What did the second record say?
Computed, not measured: a molecular structure, C23H22IN2O5RbS2 in a non-equilibrium geometry, with ωB97M-V/def2-TZVPD.

## Properties
HOMO energy: -0.0653 Ha
Total energy: -67855.6309 eV
Total charge: -2
Molar mass: 682.94 g mol⁻¹
Gap between HOMO and LUMO: 0.210 hartree

Geometry as XYZ:
```
56
Properties=species:S:1:pos:R:3:lowdin_charge:R:1
Rb -0.0705 0.4351 1.0008 0.835
I -0.2185 3.7883 3.0451 0.883
C -1.9881 3.5541 4.1107 -0.671
C -2.2846 4.4746 5.0785 -0.201
C -3.4785 4.3523 5.8195 -0.127
C -4.3301 3.3221 5.5623 -0.074
C -4.0330 2.3634 4.5584 -0.199
C -4.9321 1.3026 4.3008 -0.092
C -4.6273 0.3914 3.3285 -0.122
C -3.4224 0.5043 2.5969 -0.195
C -2.4755 1.4982 2.7809 -0.185
C -2.8334 2.4471 3.7957 -0.299
H -1.6049 5.2935 5.2726 0.067
H -3.7095 5.0830 6.5873 0.085
H -5.2550 3.2119 6.1205 0.095
H -5.8494 1.2347 4.8774 0.089
H -5.3091 -0.4274 3.1163 0.085
H -3.2658 -0.2700 1.8426 0.066
C -2.3856 2.6096 -1.5315 -0.030
C -1.5099 1.6686 -2.3650 -0.759
O -1.8759 1.4307 -3.5452 -0.097
O -0.5083 1.1758 -1.7838 -0.169
H -3.0163 3.2345 -2.1626 0.057
H -1.7853 3.2243 -0.8610 0.063
H -3.0367 2.0077 -0.8918 0.072
C 0.5899 -3.8584 -1.7980 -0.034
N -0.0041 -2.8454 -2.6361 -0.127
C 0.7279 -1.8583 -3.2716 -0.060
C -0.1533 -0.9627 -3.7625 -0.090
N -1.3990 -1.4253 -3.4447 0.076
C -1.3241 -2.5818 -2.7424 -0.837
S -2.6232 -3.4845 -2.1351 0.442
H 1.4617 -4.2757 -2.3026 0.087
H -0.1443 -4.6406 -1.6177 0.051
H 0.8934 -3.4027 -0.8511 0.079
H 1.7974 -1.8410 -3.2302 0.093
H -0.0392 0.0120 -4.1922 0.106
H -2.2444 -0.8862 -3.5483 0.132
C 5.7488 -1.6093 -3.9450 -0.065
C 4.9809 -1.5376 -2.6538 -0.293
C 5.2566 -2.4041 -1.6061 -0.056
C 4.5633 -2.3200 -0.4039 -0.055
C 3.5718 -1.3709 -0.2409 -0.251
C 3.2722 -0.5059 -1.2873 -0.050
C 3.9785 -0.5859 -2.4745 -0.061
S 2.6593 -1.2425 1.2965 0.383
O 2.4719 0.1973 1.4711 -0.512
O 3.4799 -1.8883 2.3007 -0.339
O 1.3824 -1.9094 1.0331 -0.458
H 6.4713 -2.4256 -3.9276 0.065
H 6.2991 -0.6829 -4.1199 0.074
H 5.0897 -1.7612 -4.8025 0.075
H 6.0309 -3.1548 -1.7240 0.100
H 4.7926 -2.9837 0.4192 0.108
H 2.4873 0.2296 -1.1758 0.117
H 3.7303 0.0952 -3.2807 0.118
```

> Among the records above, which one has the highest molar mass?

C23H22IN2O5RbS2

> What is the formula in the second record?

C23H22IN2O5RbS2